No. 1
Entry from the Open Molecules 2025 dataset: 3 unconnected molecules or ions with the total composition C21H44Br2F3N3O7 (wB97M-V/def2-TZVPD).

The geometry in ORCA input format:
```
! RIJCOSX wB97M-V def2-TZVPD def2/J DEFGRID3
* xyz 0 1
C 2.11 3.33 2.89
O 1.69 4.32 1.98
C 0.49 4.99 2.28
C -0.71 4.45 1.53
C -0.74 2.95 1.40
O -1.89 2.62 0.63
C -1.99 1.43 0.00
O -3.05 0.79 0.08
N -0.92 1.04 -0.83
C -0.02 0.04 -0.24
C 1.45 0.14 -0.66
C 1.76 0.79 -2.00
F 0.85 0.44 -2.94
Br 3.49 -0.01 -2.53
C 1.91 2.34 -1.98
F 2.64 2.67 -0.90
F 0.70 2.92 -1.87
Br 2.72 3.16 -3.58
H 2.44 2.46 2.33
H 1.30 3.01 3.54
H 2.93 3.69 3.49
H 0.63 6.03 2.01
H 0.31 4.97 3.35
H -1.59 4.74 2.09
H -0.79 4.87 0.54
H 0.18 2.61 0.95
H -0.85 2.50 2.37
H -1.34 0.69 -1.68
H -0.39 -0.95 -0.44
H -0.08 0.17 0.83
H 1.79 -0.88 -0.76
H 2.06 0.57 0.12
C -6.92 -3.36 -5.53
O -7.34 -2.02 -5.38
C -7.93 -1.72 -4.12
C -7.05 -0.80 -3.31
N -5.84 -1.46 -2.87
C -4.85 -0.58 -2.25
C -4.22 0.50 -3.12
O -3.37 0.02 -4.15
C -4.01 -0.32 -5.36
H -6.62 -3.49 -6.57
H -6.06 -3.60 -4.89
H -7.73 -4.06 -5.31
H -8.13 -2.64 -3.56
H -8.88 -1.23 -4.31
H -7.61 -0.46 -2.43
H -6.85 0.09 -3.93
H -5.41 -1.93 -3.66
H -4.04 -1.21 -1.88
H -5.30 -0.11 -1.38
H -3.57 1.10 -2.46
H -4.96 1.19 -3.53
H -4.88 0.32 -5.55
H -4.32 -1.36 -5.39
H -3.29 -0.16 -6.17
C 7.48 -3.27 2.69
O 6.24 -3.74 3.18
C 6.06 -3.58 4.58
C 4.98 -2.57 4.87
N 5.40 -1.22 4.52
C 4.35 -0.21 4.58
C 3.18 -0.35 3.62
O 3.51 -0.16 2.26
C 3.97 -1.32 1.57
H 7.56 -3.57 1.65
H 7.56 -2.17 2.75
H 8.32 -3.70 3.25
H 7.00 -3.30 5.07
H 5.75 -4.55 4.98
H 4.75 -2.59 5.94
H 4.08 -2.88 4.33
H 5.79 -1.24 3.58
H 4.82 0.76 4.38
H 3.96 -0.18 5.60
H 2.47 0.45 3.86
H 2.64 -1.29 3.75
H 3.49 -2.23 1.96
H 5.05 -1.43 1.62
H 3.70 -1.20 0.52
*
```

Calculated values
HOMO energy, eV: -8.4
DFT total energy, eV: -189526.8539

No. 2
Entry from the Open Molecules 2025 dataset: 3 unconnected molecules or ions with the total composition C21H44ClN3O3P (wB97M-V/def2-TZVPD).

The geometry in ORCA input format:
```
! RIJCOSX wB97M-V def2-TZVPD def2/J DEFGRID3
* xyz -1 3
C -8.23 -4.36 5.86
C -8.04 -4.08 4.38
N -7.14 -2.93 4.23
C -7.92 -1.70 3.92
P -7.18 -0.34 4.72
O -8.38 0.84 4.61
Cl -5.77 0.63 3.38
H -8.86 -5.23 6.04
H -8.65 -3.46 6.29
H -7.26 -4.57 6.28
H -9.01 -3.85 3.96
H -7.65 -4.96 3.86
H -6.57 -3.14 3.42
H -7.88 -1.52 2.84
H -8.89 0.68 5.42
C -3.63 1.72 0.37
C -2.52 0.68 0.59
C -1.52 1.23 1.61
C -0.72 2.41 1.06
C -0.04 2.06 -0.26
C -0.93 1.35 -1.29
N -1.82 0.33 -0.68
O -1.16 -0.77 -0.53
C -1.77 2.38 -2.08
C -0.02 0.71 -2.34
C -3.24 -0.54 1.16
H -4.25 1.78 1.27
H -3.28 2.73 0.19
H -4.28 1.42 -0.46
H -0.83 0.43 1.91
H -2.06 1.52 2.51
H -1.37 3.28 0.93
H 0.04 2.70 1.79
H 0.38 2.96 -0.71
H 0.82 1.41 -0.03
H -2.43 1.86 -2.78
H -1.12 3.03 -2.66
H -2.37 3.03 -1.46
H 0.72 0.06 -1.89
H 0.52 1.49 -2.88
H -0.60 0.14 -3.07
H -3.98 -0.91 0.44
H -3.76 -0.25 2.07
H -2.56 -1.35 1.41
C 7.15 -1.40 -1.67
C 6.90 0.11 -1.65
C 6.02 0.46 -0.45
C 4.60 -0.08 -0.60
C 3.96 0.38 -1.91
C 4.84 0.22 -3.16
N 6.26 0.59 -2.91
O 6.40 1.87 -3.00
C 4.76 -1.21 -3.71
C 4.24 1.09 -4.27
C 8.28 0.74 -1.50
H 7.80 -1.67 -0.84
H 6.26 -2.01 -1.55
H 7.65 -1.71 -2.59
H 5.98 1.54 -0.32
H 6.48 0.05 0.46
H 4.59 -1.18 -0.53
H 3.99 0.26 0.24
H 3.02 -0.16 -2.06
H 3.70 1.43 -1.79
H 5.42 -1.33 -4.57
H 3.74 -1.43 -4.05
H 5.01 -1.99 -2.99
H 4.12 2.12 -3.96
H 3.26 0.70 -4.53
H 4.87 1.07 -5.16
H 8.92 0.47 -2.34
H 8.75 0.36 -0.59
H 8.24 1.82 -1.42
*
```

Calculated values
Expectation value of S²: 2.0081
HOMO energy (spin up / spin down), eV: -3.3 / -3.3
DFT total energy, eV: -54912.1871

No. 3
Entry from the Open Molecules 2025 dataset: a molecular structure, C21H44INO4P2Zn (wB97M-V/def2-TZVPD).

The geometry in ORCA input format:
```
! RIJCOSX wB97M-V def2-TZVPD def2/J DEFGRID3
* xyz 2 1
C 5.99 4.85 1.04
C 7.32 4.16 0.74
C 7.21 3.23 -0.50
C 7.59 1.77 -0.22
C 6.40 0.81 -0.10
C 5.55 0.72 -1.36
C 4.39 -0.27 -1.18
C 4.73 -1.69 -1.62
C 3.54 -2.64 -1.76
C 2.67 -2.80 -0.51
C 1.63 -1.66 -0.29
C 0.17 -2.14 -0.22
C -0.41 -2.06 1.20
C -1.90 -1.68 1.19
C -2.52 -1.42 2.58
C -2.62 0.05 2.86
C -3.40 0.59 1.70
C -4.90 0.56 1.97
C -5.59 0.44 0.63
C -7.02 0.92 0.49
N -7.38 0.40 -0.86
C -7.91 -0.96 -0.65
O -9.01 -1.15 -0.35
O -6.98 -1.99 -0.72
P -5.89 -2.24 -1.90
O -4.75 -3.03 -1.28
P -8.65 1.27 -1.68
O -8.80 0.33 -2.99
I -7.69 3.33 -2.46
H 6.11 5.72 1.70
H 5.27 4.15 1.47
H 5.56 5.23 0.12
H 8.03 4.95 0.50
H 7.70 3.62 1.61
H 6.20 3.33 -0.89
H 7.87 3.60 -1.28
H 8.24 1.71 0.65
H 8.19 1.40 -1.06
H 5.78 1.07 0.77
H 6.78 -0.20 0.10
H 6.15 0.50 -2.25
H 5.09 1.70 -1.53
H 3.55 0.07 -1.79
H 4.05 -0.25 -0.15
H 5.51 -2.13 -1.00
H 5.17 -1.61 -2.62
H 3.97 -3.63 -1.96
H 2.95 -2.42 -2.66
H 2.13 -3.74 -0.59
H 3.34 -2.85 0.35
H 1.74 -0.94 -1.10
H 1.92 -1.13 0.61
H -0.41 -1.46 -0.85
H 0.05 -3.13 -0.65
H -0.28 -3.02 1.71
H 0.07 -1.27 1.76
H -2.42 -2.61 0.73
H -2.03 -0.85 0.48
H -1.87 -1.90 3.31
H -3.51 -1.87 2.75
H -1.66 0.53 3.07
H -3.19 0.20 3.77
H -3.09 1.61 1.45
H -3.23 0.01 0.78
H -5.13 -0.36 2.53
H -5.17 1.43 2.56
H -5.61 -0.65 0.43
H -5.01 0.91 -0.16
H -7.04 2.00 0.59
H -7.64 0.48 1.28
H -6.60 -2.91 -2.91
H -5.49 -1.00 -2.40
H -9.69 -0.05 -3.05
Zn -4.09 -1.94 0.10
*
```

Calculated values
HOMO energy, eV: -13.3
DFT total energy, eV: -107249.8567